Entry 1:
A molecular structure, C59H58F6Ge2NNaOS4, computed with wB97M-V/def2-TZVPD.

Geometry (Å):
1 Ge -1.79018 3.33759 -1.25999
2 Ge -1.23774 2.77436 1.63815
3 S -0.00112 3.82354 0.06378
4 S -1.82148 1.44615 -2.21053
5 S -3.16584 3.35006 0.57373
6 S -0.72057 0.70122 1.73712
7 Na 0.50229 0.46896 -0.85910
8 F 5.76177 -0.82249 0.14365
9 F 2.88346 2.20732 0.06196
10 F 4.49290 1.85437 -1.33912
11 F 4.85100 1.67021 0.78742
12 F 4.33612 -2.25909 -0.62550
13 F 5.11327 -0.71529 -1.91932
14 O 2.48345 -0.19255 -1.16535
15 N -0.73002 -1.72196 -0.84784
16 C -5.25088 5.15167 -1.59100
17 C 0.05314 4.41753 3.85868
18 C -4.06725 5.87247 -1.38565
19 C 3.25364 4.45039 1.82270
20 C -0.34572 2.90944 -4.83566
21 C -0.07320 3.96548 -3.96762
22 C -5.70867 1.35508 3.55001
23 C -3.01342 5.85631 -2.44761
24 C -3.42010 1.27377 4.37006
25 C -3.13450 -3.26541 3.00874
26 C -3.62199 -4.52191 2.67550
27 C -2.01276 4.87483 -2.56343
28 C -6.28547 5.27696 -0.67477
29 C 2.19323 6.57592 1.63210
30 C -0.78639 4.58553 6.12496
31 C 1.19899 4.08330 -3.38624
32 C 3.24226 5.72928 1.29211
33 C -1.14245 4.97150 -3.67808
34 C 3.45996 -0.06721 -0.26304
35 C 0.17126 4.87297 5.17259
36 C 2.23158 3.98726 2.64982
37 C -1.05973 3.64022 3.46535
38 C -3.30089 2.64226 4.15382
39 C -2.15123 -3.07509 0.83617
40 C -2.40376 -2.52363 2.09124
41 C -4.62926 0.65450 4.05762
42 C 2.11786 3.05503 -3.56388
43 C -5.58887 2.73332 3.40967
44 C -5.37748 4.21700 -2.76534
45 C -6.17063 6.09387 0.44455
46 C -2.63973 -4.33365 0.49529
47 C -2.03554 3.37438 4.45168
48 C 0.61623 1.92528 -5.02715
49 C -4.31453 4.88312 3.59641
50 C 1.83099 1.94813 -4.36445
51 C -1.36290 -2.31947 -0.10003
52 C 1.16500 6.15534 2.46155
53 C -6.97498 0.64915 3.14329
54 C -2.29692 0.44144 4.93552
55 C -7.33108 6.25976 1.39213
56 C -3.11962 6.89159 -3.37810
57 C 4.67326 -0.95260 -0.67019
58 C 0.06493 7.11588 2.83381
59 C -2.24205 6.98835 -4.43948
60 C -3.38052 -5.05332 1.41705
61 C 1.59245 5.32581 -2.62729
62 C -4.40745 3.38703 3.71740
63 C -1.26280 6.02273 -4.58346
64 C -4.97130 6.75303 0.65774
65 C 3.04976 -0.47937 1.16802
66 C 4.33430 6.19664 0.36573
67 C -1.68670 2.75687 -5.50010
68 C -2.59646 7.30187 0.08849
69 C 2.29460 2.58892 3.19864
70 C 1.16558 4.84090 2.94710
71 C -3.91072 6.64990 -0.23948
72 C -1.89222 3.84348 5.75450
73 C 2.80618 0.81007 -4.49054
74 C 3.93363 1.41337 -0.19077
75 H 1.04580 5.45871 5.43609
76 H 2.01987 2.56603 4.25572
77 H 0.22386 7.52573 3.83589
78 H -4.19613 -5.08839 3.39869
79 H -3.98663 5.33416 4.53878
80 H 2.22974 0.16151 1.49629
81 H -0.57180 6.06088 -5.41879
82 H -7.00354 6.67088 2.34787
83 H -2.08218 6.70129 0.84166
84 H 0.02691 7.94714 2.12833
85 H -6.92543 -0.41561 3.37971
86 H 3.07889 3.11421 -3.06454
87 H 0.99888 5.47710 -1.72802
88 H 3.92122 6.50077 -0.59783
89 H -5.15984 4.72445 -3.70729
90 H -1.45760 1.05481 5.25577
91 H -7.82401 5.30360 1.58577
92 H 4.86835 7.05596 0.78034
93 H 2.63966 5.26390 -2.32884
94 H 2.16594 7.58428 1.22641
95 H 0.37807 1.08013 -5.66728
96 H -6.42750 3.31073 3.03032
97 H -2.31234 2.11016 -4.87856
98 H -5.28248 5.30009 3.32429
99 H 3.86656 -0.41997 1.89135
100 H -0.90938 6.62660 2.84465
101 H -3.60161 5.16534 2.82427
102 H -2.65176 -0.14038 5.79060
103 H -2.03304 -1.52315 2.31483
104 H -1.93455 7.35129 -0.77429
105 H 2.41670 0.04094 -5.16014
106 H -2.20374 3.71046 -5.61239
107 H 2.67621 -1.50193 1.11885
108 H -7.84827 1.07165 3.64700
109 H -4.71653 -0.41283 4.20207
110 H -7.13635 0.74378 2.06689
111 H 2.97383 0.35194 -3.51423
112 H -1.90941 -0.23603 4.16948
113 H -2.67110 3.61815 6.47559
114 H -4.84412 7.35417 1.55475
115 H 3.29819 2.17718 3.08322
116 H 3.76927 1.15115 -4.88246
117 H -8.08297 6.93766 0.97838
118 H -6.38264 3.79513 -2.81630
119 H -2.43421 -4.73664 -0.48787
120 H -2.32824 7.79836 -5.15468
121 H -2.73795 8.31089 0.48497
122 H -3.76443 -6.03161 1.15483
123 H -7.20148 4.71388 -0.83368
124 H -1.57567 2.30161 -6.48766
125 H -0.67667 4.94274 7.14237
126 H -3.91081 7.62272 -3.24909
127 H 1.59741 1.92548 2.67837
128 H 4.06335 3.77505 1.57097
129 H 5.05796 5.40148 0.18296
130 H -3.32776 -2.85665 3.98913
131 H 1.46006 6.21281 -3.25498
132 H -4.66609 3.38941 -2.67872

Properties
Energy above the lowest of the compared OMol25 structures with the same formula, charge and spin in kJ/mol: 0.0
Lowest unoccupied orbital energy in eV: 3.57
HOMO-LUMO gap in eV: 5.75
Total energy in a.u.: -8921.59073
HOMO in eV: -2.176
Multiplicity: 1
Total charge: -2

***

Entry 2:
A molecular structure, C59H63FeN6O2Si, computed with wB97M-V/def2-TZVPD.

Geometry (Å):
1 Fe -0.09199 -0.11371 -0.23413
2 Si -1.19041 1.97258 -1.06428
3 O 0.95675 1.45884 -1.16761
4 O 0.53802 -2.03220 -0.59735
5 N -1.21306 -1.01488 1.37356
6 N 0.42949 1.54236 5.01347
7 N 1.62816 -0.11108 0.74466
8 N -2.16620 -1.23684 -1.17040
9 N -2.80095 4.18200 3.53644
10 N -0.80435 1.60280 0.69068
11 C -3.08503 1.61211 -0.91265
12 C 3.66334 3.43229 0.31244
13 C 2.94715 3.50069 -2.13446
14 C 1.68626 4.22120 -2.61680
15 C 2.24413 1.12759 0.78324
16 C -5.11041 1.35381 0.42062
17 C -2.33634 4.60367 -1.13102
18 C -0.28437 -4.80812 0.24627
19 C -3.03002 -2.38046 2.23549
20 C -2.35183 -1.73380 1.17375
21 C -0.55686 1.21208 -5.69740
22 C 1.52556 -2.38234 0.21237
23 C -1.96015 3.42552 3.31762
24 C -3.73892 1.54208 0.32105
25 C -1.06182 2.41585 -5.23056
26 C 4.11703 4.47778 -2.27207
27 C 3.06698 1.65083 1.77785
28 C -1.21388 3.86037 -0.76285
29 C -0.34202 5.84633 0.32279
30 C -4.13870 -2.35603 -0.32934
31 C -4.27641 -2.99308 1.99024
32 C -5.88197 1.24131 -0.72426
33 C 3.13252 -3.93861 1.11374
34 C 2.81880 2.96708 -0.69925
35 C -2.42558 -2.34295 3.51019
36 C 4.57693 3.46751 2.69764
37 C 5.20080 -3.16458 2.41524
38 C -0.22612 4.50826 -0.01727
39 C -1.24448 2.61504 -3.86915
40 C -1.46104 6.57110 -0.06374
41 C -0.93054 2.48334 3.05010
42 C -2.46096 5.94344 -0.79053
43 C 3.74553 2.85374 1.57334
44 C -4.82663 -2.94862 0.73691
45 C 1.21406 -4.75782 -1.77255
46 C 6.32481 -2.39884 1.70071
47 C 5.30033 4.74322 2.25656
48 C 5.09302 -2.67687 3.86778
49 C -5.26351 1.32995 -1.96361
50 C -0.22971 0.21530 -4.78914
51 C -0.67779 -1.01010 2.57754
52 C -1.23708 -1.68467 3.66815
53 C -2.89786 -1.79040 -0.14053
54 C 3.39654 -1.61445 1.59111
55 C 1.96510 -3.71184 0.38309
56 C -3.89035 1.51547 -2.05125
57 C 3.21813 2.29622 -3.05362
58 C -0.92358 1.62741 -2.93835
59 C 5.63519 2.46754 3.18684
60 C -0.16894 1.95846 4.12125
61 C 5.58838 -4.64506 2.44172
62 C -0.78258 2.03325 1.77986
63 C 3.64954 3.83044 3.86487
64 C -0.41105 0.42272 -3.43103
65 C 2.21265 -1.33437 0.90838
66 C 1.17431 -4.86888 -0.23844
67 C 1.95912 1.89926 -0.38280
68 C 3.87999 -2.91340 1.68787
69 C 1.73948 -6.23500 0.15402
70 H 1.74423 -6.36476 1.23850
71 H 3.47825 -4.95631 1.22073
72 H -3.13886 4.12120 -1.67838
73 H 5.17387 1.56731 3.59386
74 H 4.10995 1.75862 -2.72381
75 H -3.17466 1.64291 1.23937
76 H -4.57582 -2.34145 -1.32059
77 H 2.85801 4.50413 3.52606
78 H 6.41424 -2.74378 0.66864
79 H 1.11593 -7.02088 -0.27949
80 H -2.92654 -2.80855 4.35002
81 H 3.17209 1.10142 2.70680
82 H 6.12534 -1.32701 1.68043
83 H 5.05599 4.03172 -1.93767
84 H 1.78840 4.49753 -3.67090
85 H -0.86591 -5.63445 -0.17491
86 H 0.17780 -0.72514 -5.14079
87 H 3.93850 5.39181 -1.70099
88 H 3.17650 2.94837 4.28956
89 H 5.83249 5.16714 3.11095
90 H 6.01780 -2.88526 4.41436
91 H -1.62794 3.56913 -3.52245
92 H 4.90548 -1.60351 3.91288
93 H -0.32710 -4.87427 1.33685
94 H -1.55557 7.61366 0.21333
95 H 2.23901 -4.87515 -2.13265
96 H -0.10715 -0.36264 -2.74608
97 H -5.57337 1.29107 1.39839
98 H 0.65123 3.95673 0.30485
99 H 0.82377 3.57308 -2.52554
100 H 0.84900 -3.78098 -2.08026
101 H -2.50228 -1.40584 -2.10300
102 H -0.74572 -1.63250 4.62982
103 H -6.95146 1.08498 -0.65155
104 H -4.78335 -3.49138 2.80766
105 H 1.50584 5.12458 -2.03269
106 H 0.22515 -0.42222 2.69720
107 H 0.59027 -5.53190 -2.23175
108 H 4.84112 -5.24286 2.96750
109 H 7.28281 -2.56075 2.20463
110 H 4.21316 4.33088 4.65804
111 H 6.29382 2.17791 2.36536
112 H -0.40875 1.05658 -6.75876
113 H -3.44323 1.58406 -3.03583
114 H -1.30829 3.20622 -5.92985
115 H 4.23195 4.75596 -3.32216
116 H 5.70615 -5.04076 1.43119
117 H 4.28979 4.28582 0.09918
118 H 4.59249 5.49043 1.89319
119 H 2.37130 1.61102 -3.03721
120 H 3.37411 2.62948 -4.08398
121 H 3.93481 -0.79053 2.04479
122 H -1.16660 -1.32041 -1.04096
123 H -5.85534 1.25745 -2.86914
124 H 6.54223 -4.76046 2.96231
125 H 4.26816 -3.18332 4.37301
126 H 6.24309 2.92238 3.97403
127 H 6.03255 4.53582 1.47302
128 H -3.34908 6.49218 -1.08038
129 H -0.74403 -3.87004 -0.05798
130 H 0.43687 6.32585 0.90400
131 H 2.75687 -6.36821 -0.21934
132 H -5.79510 -3.39926 0.56162

Properties
Energy above the lowest of the compared OMol25 structures with the same formula, charge and spin in kJ/mol: 97.4
Lowest unoccupied orbital energy (spin up / spin down) in eV: 1.88 / 1.78
HOMO-LUMO gap (spin up / spin down) in eV: 5.61 / 5.66
Total energy in a.u.: -4318.40577
HOMO (spin up / spin down) in eV: -3.727 / -3.884
Multiplicity: 5
Total charge: -1